No. 1
# C34H49ClHfO3P4

C34H49ClHfO3P4 as an isolated structure in a non-equilibrium geometry (ωB97M-V/def2-TZVPD, the OMol25 dataset).

charge: +2
lowest unoccupied orbital energy (spin up / spin down): -7.5 / -7.5 eV
HOMO-LUMO gap (spin up / spin down): 3.254 / 3.251 eV

```
92
Properties=species:S:1:pos:R:3:mulliken_charge:R:1
P -3.462 -1.037 -2.210 0.14
C -3.290 -2.783 -2.223 0.50
C -4.405 -3.574 -1.803 -0.23
H -5.153 -3.130 -1.144 0.41
C -4.555 -4.861 -2.305 -0.64
H -5.469 -5.434 -2.112 0.38
C -3.515 -5.430 -3.066 -0.37
H -3.645 -6.431 -3.479 0.38
C -2.309 -4.743 -3.259 -0.57
H -1.476 -5.240 -3.769 0.39
C -2.182 -3.421 -2.831 -0.48
H -1.263 -2.862 -2.992 0.34
C -3.582 -0.194 -0.656 0.50
C -3.401 -0.900 0.560 -0.71
H -2.964 -1.899 0.535 0.54
C -3.835 -0.350 1.762 -0.50
H -3.717 -0.911 2.693 0.45
C -4.448 0.909 1.785 -0.64
H -4.838 1.311 2.719 0.46
C -4.536 1.667 0.609 -0.73
H -4.978 2.672 0.642 0.45
C -4.075 1.144 -0.596 -0.40
H -4.151 1.730 -1.518 0.48
C -2.781 -0.090 -3.548 -0.35
C -3.524 -0.003 -4.759 -0.54
H -4.360 -0.694 -4.897 0.46
C -3.205 0.970 -5.699 -0.64
H -3.819 1.094 -6.600 0.39
C -2.091 1.799 -5.500 -0.65
H -1.853 2.555 -6.240 0.40
C -1.273 1.629 -4.372 -0.54
H -0.383 2.249 -4.256 0.38
C -1.601 0.683 -3.405 0.53
H -0.962 0.511 -2.536 0.42
Hf 2.317 -1.029 0.740 0.30
C 1.888 0.978 1.899 -0.54
C 0.789 1.704 1.589 0.37
H 2.567 1.376 2.671 0.07
C -0.120 1.203 0.461 2.07
O -0.171 2.260 -0.538 -0.65
H -0.914 2.098 -1.143 0.34
C 0.488 -0.011 -0.109 -1.55
H -1.113 0.937 0.862 -0.70
C 1.350 -0.435 -0.991 -0.32
Cl 2.599 -3.151 -0.269 -0.39
P 3.386 0.510 -1.391 1.06
P 0.937 -2.167 2.668 1.19
C 4.880 -0.388 -1.895 -1.24
H 4.609 -1.409 -2.198 0.38
H 5.618 -0.446 -1.084 0.33
H 5.318 0.144 -2.750 0.48
C 2.604 0.932 -2.973 -1.33
H 1.918 1.774 -2.819 0.23
H 2.021 0.088 -3.359 0.49
H 3.355 1.207 -3.720 0.58
C 3.816 2.127 -0.697 -1.04
H 4.159 2.026 0.344 0.16
H 2.934 2.782 -0.733 0.20
H 4.625 2.564 -1.298 0.54
C 2.191 -3.295 3.371 -1.38
H 2.805 -2.772 4.113 0.36
H 2.852 -3.649 2.570 0.36
H 1.698 -4.157 3.833 0.49
C 0.421 -1.135 4.070 -1.19
H -0.427 -0.508 3.771 0.15
H 1.236 -0.457 4.349 0.33
H 0.135 -1.731 4.945 0.52
C -0.481 -3.259 2.375 -1.22
H -0.389 -3.687 1.370 0.38
H -1.422 -2.696 2.426 0.15
H -0.496 -4.075 3.110 0.55
P 0.353 3.274 2.433 1.40
C 1.521 3.453 3.778 -1.40
C -1.323 3.165 3.067 -1.24
H 2.539 3.313 3.397 0.44
H 1.301 2.719 4.564 0.41
H 1.436 4.464 4.196 0.45
H -2.055 3.107 2.252 0.29
H -1.544 4.061 3.661 0.50
H -1.430 2.290 3.721 0.38
C 0.474 4.693 1.344 -1.29
H 1.501 4.783 0.969 0.42
H 0.225 5.602 1.910 0.49
H -0.223 4.582 0.504 0.33
H 1.172 -1.086 -1.852 1.34
C 6.129 0.274 2.876 -0.71
O 5.256 0.814 1.829 -0.31
C 4.355 0.027 1.326 -0.20
O 4.386 -1.229 1.560 -0.72
H 5.579 -0.354 3.583 0.30
H 6.530 1.155 3.377 0.27
H 6.932 -0.297 2.407 0.31
```



No. 2
# C34H49FNO14P3S3

A 4-piece molecular cluster, C34H49FNO14P3S3 overall in a non-equilibrium geometry (ωB97M-V/def2-TZVPD, the OMol25 dataset).

charge: 0
lowest unoccupied orbital energy: -2.0 eV
HOMO-LUMO gap: 6.689 eV
SMILES: CCCCCCCCCCCCCC1=C([PH2]=S)C(=O)c2c([PH2]=S)c([PH2]=N)c(CC=O)c(S(=O)(=O)F)c2C1=O.O=C1OCCO1.O=C1OCCO1.O=C1OCCO1

```
105
Properties=species:S:1:pos:R:3:mulliken_charge:R:1
C 0.038 -4.093 4.422 -0.99
C 1.039 -5.020 3.700 -0.03
C 1.173 -4.720 2.211 -0.52
C 1.679 -3.310 1.938 0.05
C 2.168 -3.117 0.504 -1.00
C 2.690 -1.695 0.323 0.08
C 3.097 -1.343 -1.120 -1.18
C 2.234 -0.282 -1.804 -0.63
C 2.694 1.160 -1.560 -0.92
C 3.151 1.478 -0.137 -0.10
C 2.023 1.792 0.893 -1.14
C 0.594 1.532 0.444 0.98
C -0.386 1.844 1.577 -2.31
C -1.808 1.648 1.167 0.51
C -2.532 2.559 0.511 0.81
P -1.960 4.216 0.049 0.24
S -2.440 5.552 1.395 -0.43
C -3.938 2.282 0.186 -0.49
O -4.757 3.152 0.156 -0.58
C -4.274 0.842 -0.089 0.37
C -5.286 0.471 -1.007 -0.37
P -6.149 1.812 -1.939 0.22
S -4.927 2.590 -3.247 -0.42
C -5.540 -0.893 -1.228 0.82
P -6.906 -1.338 -2.383 -0.12
N -6.433 -1.233 -3.866 -0.61
C -4.762 -1.899 -0.608 0.35
C -5.025 -3.348 -0.937 -1.76
C -5.844 -4.045 0.124 0.11
O -6.434 -5.048 -0.117 -0.49
C -3.765 -1.493 0.315 0.31
S -2.799 -2.725 1.182 1.72
O -3.191 -2.755 2.538 -0.60
O -2.739 -3.955 0.477 -0.69
F -1.395 -2.103 1.031 0.06
C -3.532 -0.129 0.585 -0.33
C -2.499 0.390 1.561 -0.30
O -2.236 -0.137 2.598 -0.51
H -0.759 -4.676 4.871 0.42
H -0.413 -3.362 3.761 0.06
H 0.533 -3.571 5.234 0.24
H 0.690 -6.043 3.794 -0.19
H 2.020 -4.929 4.159 0.47
H 0.217 -4.885 1.712 0.12
H 1.885 -5.423 1.774 0.39
H 0.858 -2.608 2.068 -0.22
H 2.448 -3.020 2.652 0.38
H 2.971 -3.825 0.307 0.41
H 1.333 -3.296 -0.175 0.31
H 3.578 -1.609 0.948 0.29
H 1.950 -1.011 0.732 -0.10
H 3.026 -2.251 -1.715 0.53
H 4.136 -1.025 -1.118 0.45
H 2.300 -0.466 -2.877 0.46
H 1.181 -0.419 -1.569 0.25
H 1.949 1.892 -1.863 0.38
H 3.546 1.325 -2.219 0.37
H 3.805 0.719 0.278 0.35
H 3.753 2.378 -0.197 0.01
H 2.126 2.831 1.200 0.62
H 2.231 1.214 1.791 0.15
H 0.362 2.118 -0.439 0.41
H 0.489 0.477 0.201 -0.47
H -0.261 2.877 1.899 0.51
H -0.175 1.211 2.434 0.59
H -0.572 4.167 -0.111 0.05
H -2.509 4.514 -1.206 0.13
H -6.643 2.745 -1.035 0.12
H -7.284 1.282 -2.555 0.09
H -8.015 -0.558 -2.019 0.23
H -7.302 -2.617 -1.969 0.13
H -6.992 -0.589 -4.413 0.27
H -4.124 -3.905 -1.130 0.46
H -5.609 -3.429 -1.841 0.73
H -5.926 -3.601 1.130 0.46
O 1.947 -9.139 4.416 -0.50
C 0.931 -9.260 3.818 0.55
O 0.239 -8.236 3.254 -0.19
C -0.793 -8.791 2.434 -0.33
C -0.995 -10.159 3.052 -0.36
O 0.295 -10.438 3.601 -0.36
H -1.682 -8.166 2.469 0.33
H -0.433 -8.845 1.405 0.25
H -1.727 -10.147 3.862 0.26
H -1.274 -10.921 2.329 0.31
O 3.783 5.111 0.321 -0.55
C 4.463 5.153 -0.652 0.70
O 5.455 4.269 -0.939 -0.33
C 5.878 4.514 -2.287 -0.29
C 5.474 5.955 -2.504 -0.28
O 4.354 6.089 -1.619 -0.24
H 6.949 4.353 -2.382 0.33
H 5.352 3.824 -2.950 0.21
H 6.250 6.658 -2.197 0.23
H 5.186 6.176 -3.527 0.30
O 5.357 8.408 -4.885 -0.51
C 4.689 9.150 -4.240 0.63
O 4.402 10.426 -4.581 -0.35
C 3.399 10.913 -3.682 -0.35
C 3.592 10.023 -2.472 -0.33
O 4.114 8.826 -3.059 -0.22
H 3.556 11.967 -3.471 0.31
H 2.420 10.782 -4.145 0.26
H 4.327 10.420 -1.770 0.26
H 2.668 9.813 -1.939 0.31
```



No. 3
# C34H49N7NiO3P2STe

C34H49N7NiO3P2STe as an isolated structure in a non-equilibrium geometry (ωB97M-V/def2-TZVPD, the OMol25 dataset).

charge: 0
lowest unoccupied orbital energy (spin up / spin down): 0.5 / 0.5 eV
HOMO-LUMO gap (spin up / spin down): 6.521 / 6.525 eV

```
98
Properties=species:S:1:pos:R:3:mulliken_charge:R:1
Ni -0.192 0.544 -0.289 0.51
C 1.077 3.520 4.370 -1.02
N 0.327 2.566 3.571 0.27
C -1.023 2.989 3.209 -0.70
P 1.128 1.480 2.632 -0.36
O 0.225 0.588 1.891 0.22
O 2.091 2.407 1.675 -0.22
P 2.690 1.866 0.276 0.20
O 2.043 0.643 -0.242 -1.02
N 2.616 3.269 -0.634 0.19
C 3.157 3.016 -1.984 -0.87
C 1.325 3.977 -0.587 -0.70
N 4.281 1.571 0.623 0.76
C 5.123 2.678 1.048 -1.21
C 4.967 0.474 -0.047 -0.90
N 2.240 0.713 3.579 0.51
C 2.002 -0.677 3.945 -0.70
C 3.603 1.161 3.800 -1.12
H 0.458 3.840 5.209 0.40
H 1.367 4.405 3.791 0.26
H 1.972 3.045 4.768 0.21
H -1.622 3.081 4.118 0.35
H -1.483 2.244 2.563 -0.08
H -1.026 3.949 2.688 0.36
H 4.242 2.905 -1.915 0.24
H 2.938 3.870 -2.622 0.41
H 2.742 2.121 -2.454 0.24
H 1.206 4.447 0.388 0.21
H 0.458 3.329 -0.760 -0.18
H 1.330 4.766 -1.338 0.49
H 4.499 3.477 1.445 0.28
H 5.715 3.079 0.218 0.34
H 5.811 2.345 1.829 0.37
H 4.227 -0.225 -0.429 0.20
H 5.615 -0.049 0.661 0.29
H 5.586 0.828 -0.879 0.29
H 0.976 -0.949 3.708 -0.02
H 2.169 -0.814 5.018 0.36
H 2.681 -1.343 3.402 0.32
H 3.737 2.185 3.461 0.35
H 4.314 0.526 3.260 0.28
H 3.838 1.113 4.867 0.40
C -1.986 -6.295 -0.585 -1.46
C -2.895 -5.504 -1.484 0.71
C -3.915 -6.119 -2.197 -0.73
C -4.744 -5.397 -3.043 -0.66
C -4.558 -4.031 -3.180 -0.97
C -3.560 -3.391 -2.463 0.01
C -2.723 -4.120 -1.620 0.04
N -1.711 -3.507 -0.851 0.03
C -1.159 -2.253 -1.080 0.05
N -0.889 -1.999 -2.376 -0.02
C -0.447 -0.812 -3.000 1.18
C -0.259 0.383 -2.304 -0.92
C 0.036 1.511 -3.065 -0.17
C 0.244 1.448 -4.434 -1.21
C 0.129 0.231 -5.084 -0.74
C -0.236 -0.909 -4.384 1.30
C -0.401 -2.219 -5.112 -1.58
N -0.860 -1.457 -0.113 0.59
C -1.167 -1.887 1.205 -1.76
C -2.424 -1.664 1.759 -0.13
C -2.700 -2.066 3.056 -1.18
C -1.735 -2.736 3.792 -0.54
C -0.494 -2.994 3.225 -0.79
C -0.188 -2.569 1.938 1.99
C 1.158 -2.821 1.313 -1.42
H -2.154 -7.362 -0.710 0.42
H -2.153 -6.048 0.468 0.30
H -0.940 -6.078 -0.811 0.30
H -4.063 -7.187 -2.090 0.37
H -5.539 -5.894 -3.584 0.39
H -5.199 -3.451 -3.832 0.42
H -3.442 -2.317 -2.535 0.64
H -1.683 -3.788 0.118 0.48
H -1.122 -2.747 -3.004 0.19
H 0.088 2.479 -2.584 0.60
H 0.487 2.343 -4.994 0.44
H 0.308 0.167 -6.151 0.33
H -0.121 -2.098 -6.157 0.39
H -1.434 -2.580 -5.092 0.31
H 0.238 -2.999 -4.687 0.36
H -3.180 -1.167 1.166 0.52
H -3.673 -1.864 3.486 0.44
H -1.948 -3.072 4.799 0.42
H 0.249 -3.538 3.798 0.44
H 1.881 -3.147 2.060 0.43
H 1.515 -1.905 0.835 0.11
H 1.090 -3.593 0.542 0.33
Te -2.536 1.539 -0.265 -0.21
C -2.912 3.562 -0.717 0.23
C -4.017 4.044 -1.360 -0.52
C -4.112 5.462 -1.367 -0.45
C -3.069 6.059 -0.735 -0.67
S -1.973 4.887 -0.114 0.04
H -4.743 3.384 -1.814 0.39
H -4.920 6.013 -1.828 0.37
H -2.869 7.109 -0.585 0.38
```



Across the entries above, energy takes the values -3423.648761; -4751.494775; -4791.401768 hartree, respectively.